{
  "formula": "C2H8N6",
  "method": "ωB97M-V/def2-TZVPD",
  "total_energy_ha": -408.691597,
  "charge": 2,
  "fmax_ev_per_a": 6.16,
  "elements": ["C", "C", "N", "N", "N", "N", "N", "N", "H", "H", "H", "H", "H", "H", "H", "H"],
  "xyz": [[-0.24665, 0.25075, -0.84381], [-0.31602, 1.14333, 0.68162], [-0.77934, -0.81503, -0.90436], [-1.32181, 1.79193, 0.90572], [0.75703, 0.87289, 1.37789], [0.31732, 1.06316, -1.76736], [-0.89283, -2.02283, -0.76725], [1.82439, -0.03518, 0.99132], [-1.94435, 2.40173, 0.41486], [0.94319, 1.26838, 2.32210], [0.90417, 1.76751, -1.42427], [0.35619, 0.77627, -2.77496], [-1.81480, -2.44711, -0.59713], [-0.05364, -2.68445, -0.60742], [2.64351, 0.44372, 0.66019], [2.19857, -0.40506, 1.93818]],
  "lowdin_charge": [-0.169, -0.305, 0.168, 0.321, 0.027, 0.261, 0.283, 0.069, 0.138, 0.207, 0.118, 0.190, 0.201, 0.240, 0.094, 0.159]
}


{
  "formula": "C38H38N7O6RbS2",
  "method": "ωB97M-V/def2-TZVPD",
  "total_energy_ha": -3126.128335,
  "charge": 0,
  "fmax_ev_per_a": 3.88,
  "elements": ["Rb", "S", "C", "C", "C", "C", "C", "C", "N", "C", "C", "C", "C", "C", "C", "C", "C", "N", "C", "C", "C", "C", "C", "S", "C", "H", "H", "H", "H", "H", "H", "H", "H", "H", "H", "H", "H", "N", "C", "C", "C", "O", "O", "H", "H", "H", "H", "H", "H", "N", "C", "C", "O", "O", "H", "H", "H", "H", "H", "O", "C", "N", "C", "O", "C", "C", "C", "C", "N", "C", "H", "H", "H", "H", "H", "H", "H", "H", "C", "C", "C", "C", "N", "C", "C", "H", "H", "H", "H", "H", "H", "H"],
  "xyz": [[-1.10871, 0.02168, 0.44865], [-0.38999, 3.19563, -5.01492], [0.24186, 4.13242, -6.30345], [1.27250, 3.51300, -6.96292], [1.46464, 2.19356, -6.41894], [0.65300, 1.88012, -5.41208], [0.73072, 0.73228, -4.51149], [0.62162, 0.96950, -3.12865], [0.77047, -0.00134, -2.22290], [1.22357, -1.20867, -2.63777], [1.43435, -1.48122, -4.00707], [1.95856, -2.78449, -4.31143], [2.32129, -3.66145, -3.38900], [2.12367, -3.42655, -1.97579], [2.40615, -4.35723, -0.91868], [2.08518, -4.00944, 0.39367], [1.45509, -2.74663, 0.65564], [1.18957, -1.84256, -0.28144], [1.56751, -2.21103, -1.56588], [2.32850, -4.96076, 1.49675], [2.26031, -4.64635, 2.85635], [2.57039, -5.75774, 3.64027], [2.92622, -6.85791, 2.92708], [2.78343, -6.60159, 1.27309], [1.09114, -0.50814, -4.98084], [-0.34299, 5.04971, -6.61521], [1.69235, 3.79031, -7.88408], [2.18297, 1.42464, -6.93447], [0.24969, 1.91438, -2.77536], [2.10532, -3.04202, -5.35932], [2.50262, -4.68866, -3.67107], [2.94388, -5.26602, -1.06839], [1.14586, -2.37568, 1.66955], [2.04035, -3.70493, 3.32527], [2.50611, -5.78785, 4.72783], [3.17007, -7.78368, 3.28338], [1.26041, -0.71364, -6.05171], [-3.69715, 2.15787, -3.33546], [-4.50494, 0.91044, -3.46721], [-5.06922, 0.51885, -2.03929], [-3.92233, 0.45446, -0.99407], [-3.54673, -0.72440, -0.73942], [-3.45094, 1.47209, -0.40509], [-3.39331, 2.32291, -2.41501], [-4.20969, 2.95708, -3.67584], [-3.83039, 0.11133, -3.82405], [-5.34121, 1.01773, -4.20734], [-5.57618, -0.43884, -2.14044], [-5.81635, 1.29655, -1.74825], [3.45895, 2.31225, 0.87922], [2.08396, 1.73422, 1.06722], [2.01830, 0.83876, 2.29462], [3.22804, 0.47192, 2.72212], [0.98193, 0.45653, 2.84417], [3.56778, 2.51025, -0.13350], [3.85366, 0.93806, 2.14697], [3.39198, 3.23029, 1.28770], [1.88843, 1.03740, 0.21796], [1.23841, 2.47778, 1.08170], [0.96016, -4.00207, 5.58031], [0.88607, -2.64454, 5.98635], [0.07353, -1.83851, 5.06834], [-1.26303, -2.09163, 4.97656], [-1.75343, -3.04264, 5.55179], [-2.08734, -1.11383, 4.15300], [-3.16537, -1.65372, 3.48521], [-3.90102, -0.81361, 2.66647], [-3.49338, 0.50739, 2.55982], [-2.47848, 1.04277, 3.23853], [-1.75169, 0.26510, 4.02908], [0.07438, -4.36384, 5.73303], [1.86599, -2.18107, 6.16898], [0.38944, -2.66502, 6.97648], [0.56062, -1.06676, 4.60626], [-3.38648, -2.73336, 3.57675], [-4.77961, -1.13884, 2.18509], [-4.02561, 1.23993, 1.90579], [-0.98498, 0.70957, 4.60715], [-1.28640, 3.94094, -0.95328], [-0.44449, 4.26316, 0.24778], [-0.87528, 3.89400, 1.50156], [-0.07393, 4.16753, 2.61322], [1.01405, 4.92146, 2.47672], [1.49919, 5.24958, 1.26749], [0.82631, 4.91203, 0.11776], [-1.67077, 2.91544, -0.92117], [-0.81618, 4.11300, -1.94079], [-2.22030, 4.47883, -0.85549], [-1.83283, 3.36938, 1.62311], [-0.31886, 3.92934, 3.64338], [2.42495, 5.84104, 1.27961], [1.24411, 5.13379, -0.86625]],
  "lowdin_charge": [0.835, 1.053, -0.415, -0.166, -0.143, -0.516, -0.211, -0.069, 0.096, -0.133, -0.127, -0.039, -0.032, -0.125, 0.042, -0.179, -0.061, 0.060, -0.127, -0.473, -0.104, -0.189, -0.417, 1.067, 0.059, 0.090, 0.083, 0.152, 0.080, 0.120, 0.119, 0.091, 0.126, 0.094, 0.106, 0.036, 0.138, 0.002, -0.238, -0.107, -0.725, -0.164, -0.182, -0.002, 0.057, 0.098, 0.111, 0.097, 0.115, 0.031, -0.148, -0.493, 0.126, 0.010, 0.101, 0.085, 0.060, 0.113, 0.098, -0.064, -0.221, 0.103, -0.438, 0.070, -0.103, 0.000, -0.038, -0.184, 0.055, -0.100, 0.088, 0.134, 0.128, 0.113, 0.140, 0.104, 0.119, 0.101, -0.040, -0.261, -0.040, -0.130, 0.044, -0.178, -0.034, 0.045, 0.070, 0.095, 0.119, 0.112, 0.110, 0.112]
}


{
  "formula": "C39H27F4N7Ti",
  "method": "ωB97M-V/def2-TZVPD",
  "total_energy_ha": -3133.978933,
  "charge": 2,
  "fmax_ev_per_a": 1.56,
  "elements": ["Ti", "N", "C", "C", "C", "C", "C", "C", "C", "C", "C", "C", "C", "C", "H", "H", "H", "H", "H", "H", "H", "H", "H", "H", "C", "C", "C", "C", "C", "C", "C", "C", "C", "C", "N", "C", "C", "C", "C", "C", "N", "H", "H", "H", "H", "H", "H", "H", "H", "H", "H", "H", "H", "H", "H", "H", "H", "H", "F", "C", "C", "F", "C", "C", "C", "F", "C", "C", "C", "N", "C", "N", "F", "C", "C", "N", "C", "N"],
  "xyz": [[0.56388, -0.13504, -0.95008], [-0.66465, 0.24098, -2.79602], [-1.74984, -0.70133, -2.56577], [-3.05781, -0.25331, -2.50331], [-4.06239, -1.13525, -2.13610], [-3.75246, -2.46110, -1.84931], [-2.44378, -2.90278, -1.95800], [-1.41740, -2.03302, -2.31826], [-0.01236, -2.50827, -2.47869], [0.23447, -3.70159, -3.14882], [1.53837, -4.12114, -3.38353], [2.61794, -3.34961, -2.96989], [2.39454, -2.16001, -2.30104], [1.08776, -1.74085, -2.04890], [-0.09340, -0.06292, -3.58252], [-1.03400, 1.16065, -3.01613], [-3.29141, 0.78028, -2.73891], [-5.08846, -0.79414, -2.08596], [-4.53282, -3.14910, -1.55108], [-2.20467, -3.93659, -1.74042], [-0.59793, -4.29375, -3.50876], [1.71170, -5.05157, -3.90895], [3.63047, -3.67676, -3.16723], [3.23679, -1.57028, -1.96629], [0.25519, -1.63695, 2.65745], [0.80793, -2.60652, 1.61341], [2.30093, -2.50765, 1.41913], [3.11407, -3.53258, 1.87770], [4.49179, -3.48008, 1.72112], [5.06747, -2.39539, 1.08860], [4.29302, -1.34074, 0.60908], [5.01350, -0.20919, -0.09942], [5.78073, 0.71024, 0.85699], [2.91315, -1.41182, 0.80892], [2.09126, -0.31743, 0.32320], [2.41468, 0.92149, 0.65576], [1.98030, 1.96743, -0.17141], [2.13624, 3.34782, -0.12538], [1.62582, 3.84840, -1.32915], [1.17003, 2.76357, -2.06106], [1.38534, 1.60124, -1.39191], [-0.81975, -1.77731, 2.78997], [0.43402, -0.59287, 2.39154], [0.73153, -1.81444, 3.62203], [0.29979, -2.48117, 0.65542], [0.57600, -3.62447, 1.92475], [2.65682, -4.38793, 2.36088], [5.11068, -4.29183, 2.08079], [6.14171, -2.36056, 0.94431], [4.33489, 0.38286, -0.71550], [5.72452, -0.65615, -0.79643], [5.12477, 1.15639, 1.60857], [6.27298, 1.51513, 0.31170], [6.54665, 0.15311, 1.39634], [3.04612, 1.11334, 1.51864], [2.58782, 3.90904, 0.67982], [1.60821, 4.87799, -1.64966], [0.73021, 2.77331, -3.04697], [-1.77884, 2.40563, 0.40909], [-2.90916, 2.65924, 1.09101], [-3.23205, 3.93050, 1.35714], [-2.42328, 4.88344, 0.94803], [-4.45073, 4.28348, 2.07974], [-5.29169, 3.14370, 2.43769], [-4.95208, 1.87448, 2.16095], [-5.76962, 0.90093, 2.52469], [-3.71449, 1.53501, 1.49793], [-3.32938, 0.24211, 1.26451], [-2.08115, -0.07270, 0.66705], [-1.05357, -0.42305, 0.28533], [-4.08977, -0.93895, 1.56461], [-4.59669, -1.95107, 1.76203], [-6.42627, 3.37007, 3.05311], [-4.76805, 5.55961, 2.39674], [-5.95830, 5.93176, 3.11113], [-6.88142, 6.30515, 3.68323], [-3.93780, 6.68479, 2.05259], [-3.31657, 7.61611, 1.79815]],
  "lowdin_charge": [1.169, 0.055, -0.273, -0.028, -0.050, -0.039, 0.002, -0.160, -0.190, 0.002, -0.018, -0.034, -0.061, -0.178, 0.134, 0.113, 0.125, 0.122, 0.123, 0.132, 0.129, 0.125, 0.123, 0.101, -0.087, -0.188, -0.166, -0.011, -0.032, -0.016, -0.173, -0.200, -0.068, -0.168, -0.032, -0.032, -0.302, 0.036, -0.023, -0.093, -0.076, 0.073, 0.050, 0.094, 0.073, 0.122, 0.125, 0.121, 0.129, 0.095, 0.125, 0.065, 0.085, 0.084, 0.154, 0.133, 0.121, 0.122, 0.109, -0.121, -0.119, 0.169, 0.002, -0.116, -0.130, 0.163, 0.011, -0.103, -0.041, 0.172, -0.163, 0.237, 0.186, -0.079, -0.127, 0.266, -0.130, 0.255]
}


{
  "formula": "C4H13N2O2",
  "method": "ωB97M-V/def2-TZVPD",
  "total_energy_ha": -420.193830,
  "charge": -1,
  "fmax_ev_per_a": 1.95,
  "elements": ["C", "N", "C", "C", "N", "C", "O", "H", "H", "H", "H", "H", "H", "H", "H", "H", "H", "H", "H", "H", "O"],
  "xyz": [[-0.57522, 1.51963, 1.43835], [0.87093, 1.55398, 1.67891], [-1.05459, 0.34816, 0.60458], [-2.49939, 0.49624, 0.03422], [-0.17059, 0.18418, -0.52296], [0.81564, -0.89761, -0.72970], [0.69705, -1.49452, -1.91821], [-0.84699, 2.45097, 0.94612], [-1.03678, 1.61766, 2.43417], [1.17220, 0.68084, 2.09152], [1.28340, 1.47370, 0.74307], [-1.14349, -0.58348, 1.18788], [-3.18439, 0.81861, 0.82944], [-2.87258, -0.45022, -0.33669], [-2.40736, 1.30204, -0.69637], [-0.55904, 0.32537, -1.44275], [1.85560, -0.46231, -0.62018], [0.65906, -1.62489, 0.13505], [3.35024, -2.71206, -1.30881], [2.40336, -2.01314, -2.32803], [3.24297, -2.53314, -2.21960]],
  "lowdin_charge": [-0.284, -0.019, -0.439, -0.072, -0.056, -0.552, -0.315, 0.100, 0.100, 0.050, 0.048, 0.126, 0.062, 0.069, 0.068, 0.087, 0.081, 0.092, -0.022, -0.007, -0.116]
}


{
  "formula": "C4H14N3",
  "method": "ωB97M-V/def2-TZVPD",
  "total_energy_ha": -324.855297,
  "charge": 1,
  "fmax_ev_per_a": 1.52,
  "elements": ["C", "C", "H", "H", "H", "H", "H", "H", "C", "C", "N", "N", "N", "H", "H", "H", "H", "H", "H", "H", "H"],
  "xyz": [[2.16262, 2.13016, 0.01984], [2.55477, 0.88217, -0.75223], [1.29915, 2.07627, 0.68360], [2.96112, 2.57222, 0.62475], [1.91791, 2.94980, -0.66839], [3.14107, 1.10271, -1.64023], [1.67574, 0.27253, -0.95406], [3.20544, 0.24699, -0.15316], [-0.81946, -2.07660, -1.15374], [-1.10396, -0.30196, 0.52824], [-0.64641, -1.48462, 0.16907], [-1.88196, 0.39437, -0.30890], [-0.64208, 0.30656, 1.63157], [-0.15240, -2.03210, 0.85460], [-2.41484, -0.12011, -1.00292], [-2.25867, 1.26240, 0.04124], [0.16070, -0.05536, 2.11765], [-1.24577, 0.99532, 2.05081], [-1.85796, -2.05216, -1.46789], [-0.63526, -3.14754, -1.07254], [-0.20530, -1.58364, -1.89764]],
  "lowdin_charge": [-0.174, -0.157, 0.032, 0.070, 0.068, 0.072, 0.034, 0.062, -0.025, -0.449, 0.051, 0.224, 0.208, 0.162, 0.124, 0.136, 0.134, 0.133, 0.087, 0.107, 0.099]
}


{
  "formula": "C7H13O2PSSe",
  "method": "ωB97M-V/def2-TZVPD",
  "total_energy_ha": -3565.869064,
  "charge": 0,
  "fmax_ev_per_a": 3.59,
  "elements": ["C", "C", "C", "C", "C", "C", "C", "O", "O", "P", "S", "Se", "H", "H", "H", "H", "H", "H", "H", "H", "H", "H", "H", "H", "H"],
  "xyz": [[2.16634, 1.93832, 0.50323], [0.96107, 2.85865, 0.70355], [0.94970, -0.12274, 0.00408], [-0.38282, 0.64850, -0.19850], [1.45433, -0.23264, -1.43125], [1.25741, -1.59404, 0.66157], [-4.58108, -1.21582, 0.61208], [-1.77954, -1.69488, 0.55543], [1.86632, 0.61876, 0.93347], [-1.80430, -0.22297, 0.51040], [-0.52128, 2.41004, -0.32305], [-3.85770, 0.48235, -0.13189], [2.62840, 1.96181, -0.50758], [2.87005, 2.38549, 1.26235], [0.50898, 2.70820, 1.64553], [1.21553, 3.98577, 0.60059], [0.92305, -1.12286, -1.84610], [2.53947, -0.37910, -1.25696], [1.46369, 0.79600, -1.92036], [1.71613, -2.30949, -0.03222], [0.33338, -2.03523, 0.96506], [1.83477, -1.48531, 1.55799], [-4.66345, -1.05776, 1.72548], [-5.59883, -1.27911, 0.24932], [-3.70755, -1.82180, 0.45693]],
  "lowdin_charge": [-0.267, -0.411, -0.521, -0.646, -0.063, 0.010, -0.427, -0.454, -0.159, 0.537, 0.841, 0.644, 0.122, 0.137, 0.046, 0.117, 0.114, 0.099, 0.092, 0.084, 0.028, 0.073, 0.037, 0.013, -0.046]
}


{
  "formula": "C4H9NOS",
  "method": "ωB97M-V/def2-TZVPD",
  "total_energy_ha": -685.982757,
  "charge": 0,
  "fmax_ev_per_a": 1.11,
  "elements": ["O", "C", "N", "C", "C", "C", "S", "H", "H", "H", "H", "H", "H", "H", "H", "H"],
  "xyz": [[-1.87622, 1.21400, 2.35652], [-0.93992, 0.77640, 1.74557], [-0.76196, 0.93557, 0.37567], [0.66588, 1.02424, -0.05645], [1.17334, -0.32756, -0.51909], [0.12099, -1.18259, -1.28330], [-0.64430, -2.46947, -0.25755], [-0.12185, 0.15256, 2.15221], [-1.29816, 1.73726, 0.06433], [1.21964, 1.41043, 0.80417], [0.71408, 1.73899, -0.85645], [1.46361, -0.86685, 0.38869], [2.03726, -0.22446, -1.17960], [0.64083, -1.62584, -2.12877], [-0.65835, -0.52056, -1.64758], [-1.73486, -1.77213, 0.04163]],
  "lowdin_charge": [0.048, -0.369, 0.000, -0.205, -0.262, -0.561, 0.700, 0.138, 0.131, 0.113, 0.111, 0.087, 0.104, 0.060, 0.062, -0.158]
}